(1)
Here is 2 unconnected molecules or ions with the total composition Br2S3 from OMol25. Energies are from wB97M-V/def2-TZVPD.

Element x y z (Å)
S1 -0.470 -1.840 0.630
S2 2.836 0.071 0.009
S3 -0.986 -0.531 -0.661
Br1 1.289 1.503 0.001
Br2 -2.671 0.797 0.021

The HOMO-LUMO gap (alpha / beta) comes out at 7.19 / 6.42 eV. The value obtained for the largest force on an atom is 0.0114 Eh/bohr. The lowest unoccupied orbital energy (alpha / beta) comes out at -2.2 / -2.6 eV.

=====

(2)
Here is a molecular structure, C4H3NO2S3SeW from OMol25. Energies are from wB97M-V/def2-TZVPD.

Element x y z (Å)
W1 -0.654 -0.161 -0.938
S1 -5.049 0.522 -1.641
C1 -3.465 0.433 -1.425
S2 -2.194 0.429 -2.649
S3 -2.634 0.344 0.155
C2 1.613 -0.818 2.755
O1 0.896 0.166 1.951
C3 0.390 -0.223 0.838
O2 0.439 -1.404 0.384
H1 0.907 -1.270 3.446
H2 2.369 -0.256 3.291
H3 2.060 -1.571 2.115
Se1 2.842 1.951 -3.647
C4 1.650 1.194 -2.656
N1 0.831 0.664 -1.978

The HOMO-LUMO gap (alpha / beta) comes out at 6.69 / 7.09 eV. Its spin multiplicity is 3. The value obtained for the largest force on an atom is 0.0087 Eh/bohr. The lowest unoccupied orbital energy (alpha / beta) comes out at -1.6 / -1.8 eV.

=====

(3)
Here is C19H17N9OS in the gas phase from OMol25. Energies are from wB97M-V/def2-TZVPD.

Element x y z (Å)
N1 2.176 0.596 -2.605
C1 1.568 0.924 -1.441
N2 0.407 1.533 -1.546
C2 -0.362 1.850 -0.498
N3 -0.163 1.408 0.728
C3 -1.086 1.695 1.673
C4 -0.881 0.965 2.961
S1 -1.739 -0.659 2.795
C5 -0.852 -1.231 1.410
N4 0.448 -1.417 1.349
N5 0.700 -1.879 0.136
N6 -0.360 -2.004 -0.545
N7 -1.385 -1.597 0.211
C6 -2.700 -1.578 -0.283
C7 -3.077 -2.581 -1.169
C8 -4.352 -2.569 -1.703
C9 -5.242 -1.564 -1.360
C10 -4.853 -0.562 -0.486
C11 -3.581 -0.561 0.056
C12 -2.180 2.472 1.443
C13 -2.419 3.008 0.127
O1 -3.354 3.698 -0.224
N8 -1.446 2.615 -0.796
N9 2.186 0.687 -0.274
C14 3.464 0.166 -0.045
C15 3.648 -0.679 1.048
C16 4.903 -1.188 1.322
C17 5.985 -0.856 0.522
C18 5.807 -0.001 -0.551
C19 4.555 0.515 -0.837
H1 2.874 -0.130 -2.581
H2 1.591 0.656 -3.422
H3 0.170 0.762 3.157
H4 -1.359 1.454 3.806
H5 -2.366 -3.349 -1.430
H6 -4.650 -3.348 -2.389
H7 -6.236 -1.557 -1.780
H8 -5.536 0.233 -0.229
H9 -3.280 0.231 0.723
H10 -2.901 2.685 2.214
H11 -1.556 2.920 -1.755
H12 1.557 0.794 0.530
H13 2.797 -0.945 1.654
H14 5.038 -1.848 2.165
H15 6.964 -1.256 0.739
H16 6.648 0.277 -1.168
H17 4.432 1.214 -1.651

The HOMO-LUMO gap comes out at 8.69 eV. The value obtained for the largest force on an atom is 0.0338 Eh/bohr. The lowest unoccupied orbital energy comes out at 0.3 eV. The SMILES is N/C(=N/c1nc(CSc2nnnn2-c2ccccc2)cc(=O)[nH]1)Nc1ccccc1.

=====

(4)
Here is a molecular structure, C39H45N2O3S3SiTb from OMol25. Energies are from wB97M-V/def2-TZVPD.

Element x y z (Å)
Tb1 0.759 -0.535 -1.021
O1 -1.349 -1.620 -1.788
S1 -0.937 -3.110 -1.094
C1 -2.761 -1.402 -2.099
C2 -3.288 -0.196 -1.332
C3 -3.169 1.160 -2.043
C4 -1.896 1.386 -2.838
S2 -0.182 2.428 -1.050
O2 -0.681 1.142 -2.091
C5 1.109 3.160 -2.020
C6 0.850 3.658 -3.297
C7 1.874 4.261 -4.006
C8 3.126 4.420 -3.426
C9 3.360 3.972 -2.134
C10 2.358 3.324 -1.428
C11 -0.275 -3.941 -2.507
C12 -0.810 -5.145 -2.948
C13 -0.263 -5.750 -4.069
C14 0.783 -5.145 -4.753
C15 1.313 -3.940 -4.306
C16 0.792 -3.350 -3.171
H1 -3.307 -2.304 -1.831
H2 -2.834 -1.268 -3.179
H3 -2.757 -0.159 -0.381
H4 -4.343 -0.370 -1.111
H5 -3.267 1.951 -1.295
H6 -3.996 1.282 -2.747
H7 -1.886 2.412 -3.203
H8 -1.833 0.712 -3.694
H9 -0.139 3.584 -3.730
H10 1.684 4.633 -5.004
H11 3.913 4.922 -3.974
H12 4.325 4.124 -1.669
H13 2.529 2.967 -0.424
H14 -1.637 -5.603 -2.419
H15 -0.665 -6.691 -4.420
H16 1.187 -5.610 -5.642
H17 2.137 -3.467 -4.826
H18 1.212 -2.423 -2.789
O3 2.517 0.352 -0.556
Si1 3.698 -0.560 -1.161
C17 3.096 -2.314 -0.608
C18 2.302 -2.404 0.552
C19 1.905 -3.645 1.048
C20 2.238 -4.806 0.370
C21 3.018 -4.734 -0.779
C22 3.447 -3.504 -1.251
C23 5.453 -0.180 -0.711
C24 6.093 0.914 -1.300
C25 7.397 1.234 -0.962
C26 8.081 0.459 -0.034
C27 7.462 -0.638 0.549
C28 6.155 -0.955 0.214
C29 3.388 -0.621 -3.041
C30 2.197 -0.113 -3.579
C31 1.923 -0.182 -4.939
C32 2.853 -0.750 -5.797
C33 4.049 -1.245 -5.288
C34 4.305 -1.189 -3.926
H19 2.165 -1.507 1.160
H20 1.390 -3.724 2.000
H21 1.930 -5.769 0.756
H22 3.308 -5.643 -1.289
H23 4.090 -3.469 -2.124
H24 5.563 1.508 -2.037
H25 7.885 2.083 -1.424
H26 9.100 0.706 0.231
H27 7.998 -1.250 1.263
H28 5.673 -1.811 0.673
H29 1.514 0.477 -2.956
H30 1.003 0.231 -5.335
H31 2.651 -0.779 -6.859
H32 4.790 -1.661 -5.958
H33 5.250 -1.562 -3.543
C35 -5.173 -0.643 2.839
C36 -3.883 -1.380 3.163
N1 -2.763 -0.687 2.515
C37 -1.586 -1.118 2.091
S3 -0.604 0.064 1.270
N2 -1.105 -2.335 2.299
C38 -1.590 -3.416 3.166
C39 -2.237 -4.551 2.382
H34 -6.004 -1.087 3.384
H35 -5.398 -0.694 1.773
H36 -5.105 0.405 3.137
H37 -3.935 -2.402 2.794
H38 -3.734 -1.402 4.245
H39 -2.905 0.302 2.375
H40 -0.211 -2.499 1.867
H41 -2.275 -3.007 3.902
H42 -0.725 -3.793 3.713
H43 -3.129 -4.212 1.853
H44 -2.525 -5.348 3.067
H45 -1.540 -4.959 1.650

The HOMO-LUMO gap (alpha / beta) comes out at 7.02 / 8.24 eV. Its net charge is +2. Its spin multiplicity is 7. The value obtained for the largest force on an atom is 0.0368 Eh/bohr. The lowest unoccupied orbital energy (alpha / beta) comes out at -6.4 / -5.2 eV.

=====

(5)
Here is C19H30N2O5S in the gas phase from OMol25. Energies are from wB97M-V/def2-TZVPD.

Element x y z (Å)
C1 -0.607 -3.697 -1.355
O1 0.531 -4.300 -0.782
C2 0.863 -3.818 0.500
C3 1.497 -2.425 0.491
C4 2.825 -2.434 -0.272
N1 3.287 -1.095 -0.571
C5 3.922 -0.355 0.361
O2 4.249 -0.815 1.439
C6 4.300 1.083 -0.015
C7 4.006 1.983 1.191
C8 2.500 2.138 1.379
C9 1.859 2.765 0.140
C10 0.346 2.966 0.319
N2 -0.418 1.742 0.440
S1 -0.993 0.998 -0.941
O3 -0.923 1.925 -2.030
O4 -0.360 -0.290 -1.092
C11 -2.691 0.732 -0.485
C12 -3.085 -0.485 0.030
C13 -4.401 -0.683 0.412
C14 -5.324 0.354 0.277
O5 -6.630 0.275 0.616
C15 -7.130 -0.936 1.137
C16 -4.906 1.584 -0.248
C17 -3.596 1.770 -0.626
C18 2.150 1.908 -1.092
C19 3.651 1.679 -1.265
H1 -0.752 -4.180 -2.319
H2 -1.493 -3.869 -0.729
H3 -0.481 -2.620 -1.506
H4 1.575 -4.546 0.899
H5 -0.032 -3.813 1.142
H6 0.818 -1.715 0.015
H7 1.670 -2.106 1.520
H8 2.700 -2.975 -1.212
H9 3.594 -2.923 0.330
H10 2.891 -0.656 -1.384
H11 5.387 1.055 -0.165
H12 4.443 1.530 2.082
H13 4.462 2.963 1.039
H14 2.073 1.149 1.565
H15 2.299 2.761 2.254
H16 2.298 3.759 -0.008
H17 0.153 3.573 1.211
H18 -0.063 3.477 -0.554
H19 -0.011 1.073 1.074
H20 -2.358 -1.276 0.115
H21 -4.696 -1.641 0.809
H22 -8.188 -0.759 1.323
H23 -7.021 -1.756 0.421
H24 -6.637 -1.202 2.077
H25 -5.638 2.369 -0.348
H26 -3.256 2.703 -1.045
H27 1.627 0.957 -0.988
H28 1.746 2.398 -1.981
H29 3.843 1.055 -2.141
H30 4.128 2.645 -1.454

The HOMO-LUMO gap comes out at 9.62 eV. The value obtained for the largest force on an atom is 0.0154 Eh/bohr. The lowest unoccupied orbital energy comes out at 0.5 eV. The SMILES is COCCCNC(=O)[C@H]1CC[C@@H](CNS(=O)(=O)c2ccc(OC)cc2)CC1.

=====

(6)
Here is 2 unconnected molecules or ions with the total composition C11H20ClN2O7P from OMol25. Energies are from wB97M-V/def2-TZVPD.

Element x y z (Å)
C1 3.979 -1.911 1.609
C2 3.576 -1.507 0.189
O1 2.134 -1.594 0.071
P1 1.408 -0.508 -0.847
O2 2.264 0.266 -1.741
C3 0.208 -1.470 -1.809
C4 -1.278 -1.104 -1.640
C5 -1.974 -1.914 -0.558
N1 -2.067 -1.178 0.718
C6 -1.743 -1.738 1.866
C7 -1.823 -1.046 3.066
C8 -2.269 0.257 3.000
C9 -2.600 0.747 1.734
N2 -2.511 0.066 0.624
O3 0.599 0.347 0.229
C10 0.518 1.778 -0.074
C11 0.123 2.522 1.207
H1 3.161 -1.700 2.288
H2 4.826 -1.304 1.916
H3 4.284 -2.949 1.672
H4 3.923 -0.504 -0.011
H5 3.993 -2.218 -0.514
H6 0.462 -1.277 -2.845
H7 0.369 -2.532 -1.631
H8 -1.387 -0.039 -1.472
H9 -1.788 -1.302 -2.576
H10 -1.392 -2.810 -0.370
H11 -2.971 -2.240 -0.833
H12 -1.408 -2.760 1.839
H13 -1.559 -1.512 3.998
H14 -2.366 0.865 3.882
H15 -2.956 1.758 1.630
H16 1.462 2.184 -0.400
H17 -0.269 1.911 -0.801
H18 1.001 2.994 1.640
H19 -0.607 3.291 0.983
H20 -0.246 1.840 1.965
O4 -0.775 2.003 -2.927
Cl1 -1.018 3.265 -3.612
O5 -0.362 4.314 -2.864
O6 -2.439 3.509 -3.657
O7 -0.483 3.196 -4.944

The HOMO-LUMO gap comes out at 5.27 eV. The value obtained for the largest force on an atom is 0.0327 Eh/bohr. The lowest unoccupied orbital energy comes out at -2.7 eV.

=====

(7)
Here is a molecular structure, C27H48BF6KN5O4P2S3 from OMol25. Energies are from wB97M-V/def2-TZVPD.

Element x y z (Å)
K1 14.099 12.862 10.182
C1 11.027 15.784 11.485
C2 11.522 16.682 10.340
C3 10.413 17.542 9.843
C4 12.700 17.536 10.795
P1 12.316 15.445 9.153
C5 10.764 14.863 8.125
N1 10.562 13.466 7.780
B1 11.426 12.442 7.362
N2 10.895 11.138 7.870
C6 11.543 9.894 8.161
P2 12.719 9.998 9.556
C7 13.945 8.463 9.073
C8 14.268 8.560 7.571
C9 15.288 8.466 9.768
C10 13.256 7.090 9.202
C11 11.869 9.631 11.185
C12 10.586 8.833 11.258
C13 12.809 9.072 12.259
C14 11.498 11.026 11.759
C15 9.668 11.359 8.317
C16 8.669 10.495 8.643
C17 7.489 10.933 9.168
C18 7.310 12.279 9.399
C19 8.328 13.192 9.007
C20 9.498 12.727 8.443
C21 12.726 12.616 6.350
C22 14.046 12.791 7.046
C23 12.943 11.505 5.345
C24 12.501 13.997 5.646
H1 10.794 16.418 12.409
H2 11.708 15.058 11.768
H3 10.122 15.241 11.266
H4 10.124 18.215 10.674
H5 9.549 16.957 9.610
H6 10.702 18.290 9.037
H7 12.289 18.087 11.657
H8 13.343 18.185 10.178
H9 13.518 16.887 11.272
H10 10.797 15.482 7.226
H11 9.899 15.211 8.618
H12 12.190 9.652 7.348
H13 10.794 9.090 8.319
H14 14.675 9.436 7.058
H15 13.422 8.157 6.899
H16 15.048 7.805 7.366
H17 15.789 9.408 9.711
H18 15.949 7.702 9.312
H19 15.135 8.181 10.772
H20 12.444 7.073 8.501
H21 12.993 6.921 10.262
H22 14.089 6.382 9.069
H23 10.197 8.772 12.255
H24 10.856 7.740 11.046
H25 9.843 9.239 10.600
H26 13.251 8.083 12.026
H27 12.303 9.025 13.220
H28 13.706 9.643 12.449
H29 12.305 11.818 11.936
H30 11.051 10.907 12.793
H31 10.809 11.503 11.065
H32 8.973 9.487 8.491
H33 6.622 10.221 9.276
H34 6.369 12.624 9.848
H35 8.108 14.218 9.051
H36 14.525 11.873 7.439
H37 14.043 13.656 7.710
H38 14.792 13.231 6.332
H39 13.297 10.610 5.852
H40 13.704 11.931 4.602
H41 12.038 11.260 4.761
H42 12.609 14.756 6.375
H43 11.499 14.187 5.253
H44 13.295 14.183 4.975
F1 16.069 14.764 12.476
C25 15.971 14.368 13.760
F2 14.863 14.946 14.242
F3 17.071 14.822 14.427
S1 15.806 12.568 13.827
O1 14.583 12.372 13.025
O2 15.716 12.275 15.204
N3 17.202 12.043 13.223
S2 17.293 11.250 11.889
O3 16.251 11.565 10.975
O4 17.685 9.854 12.002
C26 18.758 12.102 11.140
F4 18.604 13.401 11.165
F5 19.868 11.703 11.690
F6 18.764 11.744 9.858
N4 14.468 17.844 8.014
C27 13.602 18.703 7.473
N5 12.441 18.117 7.007
S3 13.977 20.304 7.254
H45 14.271 16.854 8.229
H46 15.346 18.190 8.338
H47 12.269 17.171 7.447
H48 11.756 18.742 6.690

The HOMO-LUMO gap comes out at 5.94 eV. Its net charge is -1. The value obtained for the largest force on an atom is 0.0675 Eh/bohr. The lowest unoccupied orbital energy comes out at 2.0 eV.

=====

(8)
Here is C5H11NO in the gas phase from OMol25. Energies are from wB97M-V/def2-TZVPD.

Element x y z (Å)
C1 1.264 -0.411 -1.890
C2 -0.113 0.156 -1.645
N1 -0.158 0.833 -0.310
C3 -0.121 -0.061 0.856
C4 0.151 0.733 2.119
C5 -1.420 -0.854 0.894
O1 -2.448 -0.378 1.277
H1 2.010 0.392 -1.878
H2 1.502 -1.038 -2.745
H3 1.621 -1.025 -1.052
H4 -0.911 -0.585 -1.605
H5 -0.333 0.927 -2.379
H6 -1.091 1.238 -0.258
H7 0.669 -0.815 0.797
H8 1.171 1.115 2.062
H9 -0.559 1.538 2.293
H10 0.169 0.100 3.009
H11 -1.403 -1.866 0.455

The HOMO-LUMO gap comes out at 9.97 eV. The value obtained for the largest force on an atom is 0.0337 Eh/bohr. The lowest unoccupied orbital energy comes out at 1.0 eV. The SMILES is CCN[C@@H](C)C=O.

=====

(9)
Here is a molecular structure, C10H11CeCl2NO2 from OMol25. Energies are from wB97M-V/def2-TZVPD.

Element x y z (Å)
C1 0.232 -1.279 -1.754
C2 -1.062 -1.222 -1.125
C3 -1.042 -2.105 0.010
C4 0.263 -2.702 0.083
C5 1.044 -2.200 -1.009
Ce1 0.635 -0.159 0.538
C6 -1.724 2.236 -1.568
C7 -0.914 2.586 -2.561
C8 0.239 2.901 -3.133
N1 2.492 0.338 0.344
H1 -1.874 -2.292 0.693
H2 -1.908 -0.615 -1.461
H3 0.583 -3.434 0.825
H4 2.077 -2.469 -1.233
H5 0.524 -0.722 -2.646
H6 -2.703 1.784 -1.775
H7 3.497 0.578 0.332
H8 -1.499 2.453 -0.512
H9 0.289 3.315 -4.147
H10 1.203 2.771 -2.616
Cl1 -1.700 1.924 4.803
C9 -1.051 0.320 4.480
Cl2 -2.254 -0.977 4.483
C10 -0.398 0.253 3.090
O1 0.532 -0.621 2.921
O2 -0.775 1.010 2.125
H11 -0.256 0.095 5.193

The HOMO-LUMO gap (alpha / beta) comes out at 3.58 / 5.47 eV. Its net charge is -1. Its spin multiplicity is 2. The value obtained for the largest force on an atom is 0.0637 Eh/bohr. The lowest unoccupied orbital energy (alpha / beta) comes out at 2.5 / 2.5 eV.

=====

(10)
Here is 2 unconnected molecules or ions with the total composition C2H5O2S from OMol25. Energies are from wB97M-V/def2-TZVPD.

Element x y z (Å)
C1 1.714 0.463 -0.754
S1 0.845 -0.976 -1.364
H1 1.852 1.126 -1.609
H2 2.635 0.416 -0.144
H3 1.050 0.887 0.003
O1 -0.875 1.523 1.518
C2 -1.482 0.437 1.510
O2 -1.325 -0.518 0.684
H4 -2.397 0.250 2.113
H5 -0.205 -0.830 -0.484

The HOMO-LUMO gap comes out at 8.28 eV. Its net charge is -1. The value obtained for the largest force on an atom is 0.0405 Eh/bohr. The lowest unoccupied orbital energy comes out at 3.8 eV.

=====

(11)
Here is 2 unconnected molecules or ions with the total composition C3H12N2O from OMol25. Energies are from wB97M-V/def2-TZVPD.

Element x y z (Å)
C1 0.160 -0.923 -1.400
C2 -0.400 -0.005 -0.363
N1 0.367 -0.021 0.877
C3 -1.974 -0.214 0.061
N2 -2.395 0.805 1.038
H1 -0.116 -0.501 -2.395
H2 1.243 -0.844 -1.302
H3 0.007 -1.962 -1.141
H4 -0.433 1.070 -0.636
H5 0.502 -0.958 1.323
H6 1.237 0.343 0.605
H7 -2.233 -1.221 0.450
H8 -2.429 -0.305 -0.939
H9 -2.822 1.682 0.642
H10 -1.417 1.085 1.421
O1 3.239 0.671 0.353
H11 3.744 1.414 0.759
H12 3.722 -0.118 0.646

The HOMO-LUMO gap comes out at 9.32 eV. The value obtained for the largest force on an atom is 0.0723 Eh/bohr. The lowest unoccupied orbital energy comes out at 0.6 eV. The SMILES is C[C@H](N)CN.O.